<a>
Entry from the Open Molecules 2025 dataset: the molecule C7H12 (ωB97M-V/def2-TZVPD).

Summary:
- Frontier orbital gap: 10.474 eV
- Lowest unoccupied orbital energy: 1.26 eV
- Total charge: 0

Last column: natural (NBO) charge in e.
CARTESIAN COORDINATES (ANGSTROEM)
C: -2.37890 -0.43263 -0.00309  -0.59
C: -1.20276 0.51967 -0.02753  -0.30
C: -0.11626 -0.04942 0.87667  -0.35
C: 1.24599 0.43238 0.25206  -0.27
C: 2.29647 -0.65019 0.43292  -0.59
C: 0.85187 0.67371 -1.19212  -0.18
C: -0.47188 0.66684 -1.35049  -0.19
H: -1.81308 -1.50490 0.01643  0.20
H: -2.90896 -0.34149 0.96404  0.21
H: -3.12693 -0.03854 -0.75468  0.22
H: -1.62341 1.47643 0.29654  0.21
H: -0.21198 0.23104 1.94745  0.22
H: -0.40978 -1.31083 0.71828  0.18
H: 1.66576 1.38269 0.66208  0.21
H: 1.90066 -1.58419 0.02260  0.21
H: 2.50352 -0.80603 1.49778  0.21
H: 3.23603 -0.40766 -0.07132  0.20
H: 1.58957 0.82218 -1.98221  0.21
H: -0.99855 0.77364 -2.29570  0.21

---

<b>
Entry from the Open Molecules 2025 dataset: the molecule C7H12 (ωB97M-V/def2-TZVPD).

Summary:
- Frontier orbital gap: 9.268 eV
- Lowest unoccupied orbital energy: 1.16 eV
- Total charge: 0

Last column: natural (NBO) charge in e.
CARTESIAN COORDINATES (ANGSTROEM)
C: -2.54305 0.03769 -0.49282  -0.65
C: -1.50862 -0.30410 0.53777  -0.12
C: -0.16222 0.61952 0.66189  -0.31
C: 1.07771 1.20059 -0.14569  -0.37
C: 2.00856 -0.13062 -0.12118  -0.40
C: 1.15909 -1.20767 0.07507  -0.46
C: -0.14036 -0.65112 -0.17608  -0.24
H: -1.95417 0.62494 -1.19457  0.22
H: -2.87328 -0.96580 -0.85435  0.22
H: -3.22034 0.60751 0.12034  0.22
H: -1.79916 -0.41001 1.81887  0.25
H: -0.07351 0.63533 1.84760  0.20
H: 1.00753 1.39691 -1.07523  0.17
H: 1.41161 2.11559 0.23801  0.21
H: 2.63254 0.04211 0.79716  0.23
H: 2.38067 0.03305 -1.21191  0.21
H: 1.52520 -1.86395 -0.70447  0.21
H: 1.17893 -1.64132 1.01821  0.22
H: -0.10714 -0.13864 -1.13861  0.19

---

Of all the structures shown, which is most stable? <a>, and <b> is the least stable.